# 1
15
Properties=species:S:1:pos:R:3 method="wB97M-V/def2-TZVPD" lumo_energy_ev="-7.0404 / -7.0449" multiplicity=1 total_charge=+1 energy_ha=-681.20421 fmax_ev_per_a=3.9 mol_weight_g_mol=118.18 homo_energy_ev="-12.89 / -12.89" orbital_gap_ev="5.853 / 5.845"
C 0.106 0.938 -1.740
C -0.347 0.109 1.906
C -0.056 -0.323 0.423
N 0.472 1.095 2.533
N 0.213 0.760 -0.434
N -0.092 -0.069 -2.576
S 0.533 2.638 2.262
H 0.049 1.955 -2.081
H -1.349 0.397 2.063
H -0.084 -0.833 2.500
H 0.870 -1.095 0.302
H -0.919 -0.944 0.130
H 1.268 0.851 3.043
H 0.205 -0.022 -3.533
H 0.141 -0.938 -2.047

# 2
15
Properties=species:S:1:pos:R:3 method="wB97M-V/def2-TZVPD" lumo_energy_ev="-4.9333 / -4.9187" multiplicity=1 total_charge=+1 energy_ha=-681.16900 fmax_ev_per_a=3.3 mol_weight_g_mol=118.18 homo_energy_ev="-12.34 / -11.85" orbital_gap_ev="7.410 / 6.930"
C -0.987 -1.014 -0.304
C -0.596 0.481 1.534
C 1.993 1.654 -0.628
N 0.902 0.810 -0.378
N -0.957 -0.719 1.035
N -1.570 -2.153 -0.780
S 0.330 -0.369 -1.283
H -0.108 0.402 2.516
H -0.680 1.432 0.955
H 1.616 2.568 0.001
H 3.016 1.415 -0.344
H 2.011 1.746 -1.761
H -0.878 -1.593 1.605
H -2.566 -2.428 -0.379
H -1.526 -2.232 -1.789

# 3
15
Properties=species:S:1:pos:R:3 method="wB97M-V/def2-TZVPD" lumo_energy_ev="-6.3281 / -6.3285" multiplicity=1 total_charge=+1 energy_ha=-681.22209 fmax_ev_per_a=3.6 mol_weight_g_mol=118.18 homo_energy_ev="-14.99 / -14.99" orbital_gap_ev="8.667 / 8.666"
C 0.617 0.342 1.382
C 1.632 0.232 0.247
C -1.837 -0.700 -1.980
N -0.330 -0.568 1.264
N 0.683 1.315 2.263
N -0.191 -1.372 0.292
S 1.103 -1.236 -0.651
H 1.291 1.093 -0.379
H 2.788 0.168 0.355
H -1.014 0.065 -1.876
H -2.217 -0.875 -1.014
H -1.321 -1.592 -2.323
H 1.430 2.060 2.315
H -0.078 1.514 2.839
H -2.555 -0.446 -2.735

# 4
15
Properties=species:S:1:pos:R:3 method="wB97M-V/def2-TZVPD" lumo_energy_ev=-4.6964 multiplicity=1 total_charge=+1 energy_ha=-681.15924 fmax_ev_per_a=6.4 mol_weight_g_mol=118.18 homo_energy_ev=-12.59 orbital_gap_ev=7.890
C -0.480 0.370 -0.283
C -0.640 -2.127 -0.440
C -0.174 2.439 -1.930
N 1.420 -0.157 2.248
N 0.658 0.139 3.144
N -0.573 -0.803 -0.223
S -0.318 1.983 -0.120
H -1.464 -2.526 0.066
H -0.413 -2.530 -1.438
H 0.083 -2.664 0.035
H -0.373 1.648 -2.599
H 0.828 2.845 -2.254
H -1.027 3.012 -2.337
H 1.889 -1.097 2.203
H 0.583 -0.532 3.929